This record from the OMol25 dataset describes C4H8N2O as an isolated structure. The level of theory is the ωB97M-V functional and the def2-TZVPD basis.

CARTESIAN COORDINATES (ANGSTROEM)
N (0.784614, -1.130411, -0.728030)
C (1.584376, -0.730026, 0.248938)
O (2.715570, -1.063083, 0.589540)
C (0.913690, 0.390073, 1.103976)
N (-0.427804, 0.635051, 0.601861)
C (-1.716038, -0.016612, 0.344434)
C (-1.132153, 1.183684, -0.289036)
H (1.264017, -1.839888, -1.278555)
H (-0.264929, -0.251530, -1.708766)
H (0.858790, 0.093740, 2.153428)
H (1.480659, 1.321087, 1.029150)
H (-1.640221, -0.965300, -0.190008)
H (-2.479180, 0.100430, 1.109715)
H (-0.823289, 0.221335, -2.057596)
H (-1.118101, 2.051444, -0.929054)

Forces on atoms 1 to 2 (eV/Å):
0.274 -0.113 0.136
-0.017 -0.016 0.012

Properties
DFT total energy, Eh: -341.7830
2S+1: 1
Energy relative to the best compared isomer or geometry (same formula, charge and spin), kJ/mol: 579.2
Total charge: 0

This record from the OMol25 dataset describes a 2-piece molecular cluster, C4H10FP overall. The level of theory is the ωB97M-V functional and the def2-TZVPD basis.

CARTESIAN COORDINATES (ANGSTROEM)
C (2.617719, -0.395213, -1.527943)
C (-1.848160, 0.237798, -0.680791)
C (-1.080066, -0.702941, 1.886309)
C (0.553671, 0.952775, 0.120676)
F (1.289940, 1.314810, 1.165946)
P (-0.379595, -0.623199, 0.107781)
H (2.618365, -0.237185, -2.552562)
H (1.818314, -0.982303, -1.123452)
H (3.546956, -0.242009, -1.001344)
H (-1.806974, 0.611597, -1.719041)
H (-2.082479, 1.118298, -0.100348)
H (-2.574752, -0.583866, -0.476816)
H (-2.155450, -0.877023, 1.879845)
H (-0.736862, 0.333702, 2.189121)
H (-0.620187, -1.430801, 2.569472)
H (0.839555, 1.505556, -0.736850)

Forces on atoms 1 to 2 (eV/Å):
0.216 -0.340 1.263
-0.310 -1.031 0.469

Properties
DFT total energy, Eh: -599.4403
2S+1: 1
Energy relative to the best compared isomer or geometry (same formula, charge and spin), kJ/mol: 396.0
Total charge: 0

This record from the OMol25 dataset describes one molecule with the formula C5H12N2. The level of theory is the ωB97M-V functional and the def2-TZVPD basis.

CARTESIAN COORDINATES (ANGSTROEM)
C (1.647375, 1.926873, 0.021982)
C (1.220170, 0.447704, 0.036418)
C (-0.328496, 0.515926, -0.049306)
C (-0.993916, -0.862086, 0.109011)
C (-2.516494, -2.019409, -1.313848)
N (-1.423545, -1.416477, -1.159155)
N (1.652750, -0.308217, 1.203758)
H (2.722963, 2.031724, -0.129744)
H (1.385256, 2.308617, 1.005985)
H (1.153046, 2.543338, -0.728665)
H (1.587005, -0.101559, -0.834788)
H (-0.752897, 1.189548, 0.693436)
H (-0.463468, 0.867926, -1.071280)
H (-0.455276, -1.614985, 0.670055)
H (-1.953621, -0.608910, 0.618331)
H (-2.677319, -3.001045, -1.756222)
H (-3.367810, -1.525579, -0.792798)
H (2.578960, -0.055593, 1.516571)
H (0.985320, -0.317787, 1.960256)

Forces on atoms 1 to 2 (eV/Å):
0.687 -0.498 0.275
-1.024 0.735 0.093

Properties
DFT total energy, Eh: -307.1385
Structure (SMILES): C=NCC[C@@H](C)N
2S+1: 1
Energy relative to the best compared isomer or geometry (same formula, charge and spin), kJ/mol: 238.5
Total charge: 0

What did the second record say?
This record from the OMol25 dataset describes a 2-piece molecular cluster, C4H10FP overall. The level of theory is the ωB97M-V functional and the def2-TZVPD basis.

CARTESIAN COORDINATES (ANGSTROEM)
C (2.617719, -0.395213, -1.527943)
C (-1.848160, 0.237798, -0.680791)
C (-1.080066, -0.702941, 1.886309)
C (0.553671, 0.952775, 0.120676)
F (1.289940, 1.314810, 1.165946)
P (-0.379595, -0.623199, 0.107781)
H (2.618365, -0.237185, -2.552562)
H (1.818314, -0.982303, -1.123452)
H (3.546956, -0.242009, -1.001344)
H (-1.806974, 0.611597, -1.719041)
H (-2.082479, 1.118298, -0.100348)
H (-2.574752, -0.583866, -0.476816)
H (-2.155450, -0.877023, 1.879845)
H (-0.736862, 0.333702, 2.189121)
H (-0.620187, -1.430801, 2.569472)
H (0.839555, 1.505556, -0.736850)

Forces on atoms 1 to 2 (eV/Å):
0.216 -0.340 1.263
-0.310 -1.031 0.469

Properties
DFT total energy, Eh: -599.4403
2S+1: 1
Energy relative to the best compared isomer or geometry (same formula, charge and spin), kJ/mol: 396.0
Total charge: 0

Please write out number 3 again, unchanged.
This record from the OMol25 dataset describes one molecule with the formula C5H12N2. The level of theory is the ωB97M-V functional and the def2-TZVPD basis.

CARTESIAN COORDINATES (ANGSTROEM)
C (1.647375, 1.926873, 0.021982)
C (1.220170, 0.447704, 0.036418)
C (-0.328496, 0.515926, -0.049306)
C (-0.993916, -0.862086, 0.109011)
C (-2.516494, -2.019409, -1.313848)
N (-1.423545, -1.416477, -1.159155)
N (1.652750, -0.308217, 1.203758)
H (2.722963, 2.031724, -0.129744)
H (1.385256, 2.308617, 1.005985)
H (1.153046, 2.543338, -0.728665)
H (1.587005, -0.101559, -0.834788)
H (-0.752897, 1.189548, 0.693436)
H (-0.463468, 0.867926, -1.071280)
H (-0.455276, -1.614985, 0.670055)
H (-1.953621, -0.608910, 0.618331)
H (-2.677319, -3.001045, -1.756222)
H (-3.367810, -1.525579, -0.792798)
H (2.578960, -0.055593, 1.516571)
H (0.985320, -0.317787, 1.960256)

Forces on atoms 1 to 2 (eV/Å):
0.687 -0.498 0.275
-1.024 0.735 0.093

Properties
DFT total energy, Eh: -307.1385
Structure (SMILES): C=NCC[C@@H](C)N
2S+1: 1
Energy relative to the best compared isomer or geometry (same formula, charge and spin), kJ/mol: 238.5
Total charge: 0

- Which formula does entry 3 have?
  C5H12N2